Entry 1:
ORCA calculation (ωB97M-V with the def2-TZVPD basis set) on a structure of composition C28H18BrN3O6V.

## Properties
highest occupied orbital energy (spin up / spin down) = -0.459 / -1.414 eV
energy relative to the best compared isomer or geometry (same formula, charge and spin) = 18.4 kJ/mol
orbital gap (spin up / spin down) = 4.6597 / 5.6143 eV
⟨S²⟩ = 3.799
LUMO level (spin up / spin down) = 4.200 / 4.200 eV

The geometry in ORCA input format:
```
! RIJCOSX wB97M-V def2-TZVPD def2/J DEFGRID3
* xyz -2 4
V 1.0025 1.6362 1.3485
O 4.5571 3.1673 0.5628
C 3.3724 2.9420 0.7263
O 2.8158 2.4593 1.7847
C 2.3556 3.2418 -0.4376
O 2.7136 3.7248 -1.4884
O 1.1202 2.9087 -0.1509
Br 0.7557 4.8293 2.4940
C -0.6652 4.3134 3.6290
C -1.1717 5.2948 4.4390
C -2.2263 5.0203 5.3255
C -2.7405 3.7591 5.3705
C -2.2272 2.7327 4.5410
C -2.7950 1.4404 4.6374
C -2.3166 0.4326 3.8587
C -1.2645 0.6860 2.9557
C -0.6504 1.9139 2.7906
C -1.1569 2.9739 3.6249
H -0.7487 6.2890 4.3892
H -2.6134 5.8085 5.9596
H -3.5531 3.5124 6.0450
H -3.6058 1.2819 5.3404
H -2.7348 -0.5658 3.9202
H -0.9258 -0.1611 2.3732
C 2.7251 -1.2238 -6.0665
O 1.5461 -1.9609 -6.2882
C 0.9943 -2.5738 -5.1745
C -0.3252 -3.0090 -5.2901
C -0.9455 -3.6289 -4.2284
C -0.2993 -3.8284 -2.9873
C 1.0421 -3.4087 -2.9118
C 1.6731 -2.7929 -3.9862
N -1.0282 -4.4842 -2.0175
N -0.6452 -4.4773 -0.7457
C -0.1050 -3.3636 -0.1468
C 0.7488 -3.5429 0.9439
C 1.3379 -2.4849 1.6480
C 1.0949 -1.1694 1.3010
O 1.6200 -0.0991 1.8957
C 0.1558 -0.9481 0.2683
N -0.1604 0.3635 0.0660
C -1.0475 0.6851 -0.8460
C -1.7281 -0.2868 -1.5936
C -1.4364 -1.6155 -1.3887
C -0.4569 -1.9972 -0.4543
H 2.9259 -0.6741 -6.9850
H 3.5793 -1.8755 -5.8520
H 2.6080 -0.5179 -5.2391
H -0.8505 -2.8415 -6.2232
H -1.9704 -3.9719 -4.3148
H 1.6052 -3.5590 -2.0019
H 2.7005 -2.4748 -3.8681
H 0.9769 -4.5650 1.2227
H 2.0183 -2.6910 2.4662
H -1.2267 1.7451 -0.9830
H -2.4693 0.0190 -2.3187
H -1.9550 -2.3880 -1.9395
*
```



Entry 2:
ORCA calculation (ωB97M-V with the def2-TZVPD basis set) on a structure of composition C28H18Cl5N8O3Ti.

## Properties
highest occupied orbital energy = -10.975 eV
energy relative to the best compared isomer or geometry (same formula, charge and spin) = 11.8 kJ/mol
orbital gap = 7.2958 eV
LUMO level = -3.679 eV

The geometry in ORCA input format:
```
! RIJCOSX wB97M-V def2-TZVPD def2/J DEFGRID3
* xyz 1 1
Ti 0.0884 -0.2470 -0.2004
O -0.1230 0.8002 -1.6994
C 0.4192 1.8851 -2.2769
C 0.0586 2.2290 -3.5726
C 0.5970 3.3683 -4.1468
C 1.4883 4.1772 -3.4442
C 1.8522 3.8275 -2.1607
C 1.3371 2.6709 -1.5640
C 1.7979 2.2965 -0.2468
N 1.5481 1.1574 0.2886
N 2.0607 0.9439 1.5781
C 1.8236 -0.2816 1.9083
O 1.2346 -1.1181 1.0613
C 2.1709 -0.7969 3.2434
C 2.0117 -2.1539 3.5103
C 2.3076 -2.6501 4.7707
C 2.7560 -1.7909 5.7632
C 2.9122 -0.4356 5.4971
C 2.6219 0.0659 4.2406
H -0.6473 1.6067 -4.1054
H 0.3137 3.6349 -5.1568
H 1.8911 5.0684 -3.9041
H 2.5513 4.4393 -1.6031
H 2.4162 2.9901 0.3186
H 1.6538 -2.8119 2.7311
H 2.1851 -3.7050 4.9763
H 2.9837 -2.1753 6.7488
H 3.2593 0.2330 6.2734
H 2.7363 1.1196 4.0263
Cl -3.2479 0.9832 6.4202
C -2.6163 0.8149 4.8366
C -2.3662 1.9457 4.0600
Cl -2.6900 3.5097 4.6817
C -1.8447 1.8013 2.7789
Cl -1.5082 3.1779 1.8021
C -1.5701 0.5364 2.2631
O -1.0250 0.4740 1.0361
C -1.8325 -0.5923 3.0333
Cl -1.5225 -2.1700 2.4107
C -2.3519 -0.4523 4.3197
Cl -2.6627 -1.8458 5.2712
N -3.3823 -0.5113 -0.2871
C -2.7867 -1.6623 -0.5892
N -3.5437 -2.7540 -0.6076
C -2.9288 -3.8765 -0.9574
N -3.6044 -5.0206 -0.8953
N -1.6438 -3.9562 -1.4073
C -0.9942 -2.8323 -1.3550
N -1.4538 -1.6492 -0.8871
C 0.3917 -2.7998 -1.8883
C 0.8919 -3.7865 -2.7138
C 2.1749 -3.6253 -3.2160
C 2.9041 -2.5010 -2.8665
C 2.3311 -1.5699 -2.0177
N 1.0951 -1.7190 -1.5459
H -4.3588 -0.5327 -0.0487
H -2.8705 0.3530 -0.2349
H -4.5546 -5.0219 -0.5685
H -3.1545 -5.8767 -1.1663
H 0.2795 -4.6446 -2.9470
H 2.5971 -4.3722 -3.8745
H 3.9062 -2.3411 -3.2374
H 2.8691 -0.6877 -1.6942
*
```



Entry 3:
ORCA calculation (ωB97M-V with the def2-TZVPD basis set) on an isolated molecule of C28H19BF10O2S.

## Properties
highest occupied orbital energy = -8.201 eV
energy relative to the best compared isomer or geometry (same formula, charge and spin) = 278.2 kJ/mol
orbital gap = 6.8809 eV
LUMO level = -1.320 eV

The geometry in ORCA input format:
```
! RIJCOSX wB97M-V def2-TZVPD def2/J DEFGRID3
* xyz 0 1
F -2.8327 1.3039 -0.9981
C -2.7090 0.3613 -0.0079
C -3.7825 -0.4726 0.2819
C -3.5264 -1.5083 1.1766
F -4.4958 -2.4738 1.3663
C -2.3022 -1.6727 1.7964
C -1.2739 -0.7502 1.5584
C -0.0370 -1.0402 2.3260
C 1.2136 -0.7068 1.5919
C 2.1269 -1.7276 1.3626
C 3.2724 -1.4489 0.6303
F 4.1798 -2.4639 0.3927
C 3.5905 -0.1800 0.1135
C 2.6489 0.7999 0.3726
F 2.9221 2.0944 -0.0036
C 1.4624 0.5605 1.0700
C -1.4424 0.2241 0.5897
H -4.6940 -0.4207 -0.2784
H -2.1436 -2.5070 2.4543
H 0.0689 -2.1509 2.3939
H 1.9592 -2.6942 1.8403
H 4.4374 0.0095 -0.5216
H 0.8246 1.3851 1.3187
H -0.6597 0.8926 0.2890
C 0.4970 -0.6024 9.5069
C 0.1809 -0.3426 8.0984
C -0.7216 0.6299 7.6880
C -0.9129 0.6079 6.2958
C -0.0162 -0.1770 5.5662
B -0.3307 -1.1186 3.9113
C 0.4922 0.4480 4.1881
C 1.8954 0.5199 4.1897
C 2.5675 1.6705 3.8269
C 4.0710 1.6736 3.9665
F 4.6509 2.7456 3.3458
F 4.4448 1.7015 5.2837
F 4.6215 0.5379 3.4166
C 1.8857 2.7943 3.3586
C 0.4996 2.7029 3.1649
C -0.2691 3.7967 2.4512
F -0.8405 3.3084 1.2842
F -1.2990 4.2677 3.2211
F 0.5090 4.8577 2.0929
C -0.1964 1.5648 3.5632
O 0.2515 -2.3710 4.3759
C -0.8367 -3.2030 4.8005
C -2.0933 -2.3317 4.8156
O -1.7341 -1.1146 4.1632
S 0.8306 -1.1653 6.7908
H 0.1086 0.2125 10.1176
H 0.0541 -1.5377 9.8362
H 1.5722 -0.6726 9.6273
H -1.2279 1.3708 8.3257
H -1.5092 1.2753 5.6760
H 2.4497 -0.3658 4.4705
H 2.4169 3.7318 3.1520
H -1.2545 1.5030 3.3108
H -0.9143 -4.0067 4.0535
H -0.6324 -3.6281 5.7930
H -2.8997 -2.7755 4.2207
H -2.4261 -2.1319 5.8391
*
```



Entry 4:
ORCA calculation (ωB97M-V with the def2-TZVPD basis set) on a structure of composition C28H19N6Na.

## Properties
highest occupied orbital energy = -6.179 eV
energy relative to the best compared isomer or geometry (same formula, charge and spin) = 27.9 kJ/mol
orbital gap = 6.0186 eV
LUMO level = -0.161 eV

The geometry in ORCA input format:
```
! RIJCOSX wB97M-V def2-TZVPD def2/J DEFGRID3
* xyz 0 1
Na -0.5911 -2.0342 -1.5953
C -5.0569 -2.2472 -1.5429
C -3.7204 -2.3746 -1.9472
N -2.7023 -2.3435 -1.1176
C -2.9183 -2.1752 0.2207
C -4.2415 -2.0510 0.7178
C -5.3043 -2.0893 -0.2106
C -4.4849 -1.8876 2.1017
C -3.4157 -1.8493 2.9446
C -2.0911 -1.9564 2.4809
C -1.7632 -2.1134 1.1320
N -0.5420 -2.2035 0.5463
C 0.6922 -2.0767 1.0853
C 1.0690 -1.8907 2.4207
C 2.4065 -1.7446 2.8305
C 3.4462 -1.7683 1.9484
C 3.1546 -1.9531 0.5767
C 4.1808 -1.9701 -0.3940
C 3.8847 -2.1398 -1.7153
C 2.5367 -2.3015 -2.0670
N 1.5525 -2.2936 -1.1971
C 1.8159 -2.1144 0.1317
H -5.8555 -2.2795 -2.2725
H -3.4860 -2.5178 -2.9991
H -6.3193 -1.9929 0.1595
H -5.5023 -1.8021 2.4631
H -3.5787 -1.7320 4.0101
H -1.3245 -1.9208 3.2283
H 0.3311 -1.8614 3.1965
H 2.6066 -1.6093 3.8876
H 4.4740 -1.6560 2.2708
H 5.2068 -1.8475 -0.0644
H 4.6541 -2.1549 -2.4759
H 2.2637 -2.4492 -3.1086
N 4.0663 7.3511 0.8663
C 3.3899 6.4931 0.5084
C 2.5388 5.4183 0.0584
C 2.9148 4.0932 0.2536
C 2.0978 3.0659 -0.1766
C 0.8962 3.3511 -0.8168
C 0.5154 4.6731 -1.0093
C 1.3314 5.7007 -0.5728
N 0.0593 2.2939 -1.2553
C -1.2669 2.3756 -1.6486
C -1.6267 1.1190 -2.0106
N -0.5571 0.2574 -1.8577
C 0.4259 0.9893 -1.4110
H 3.8456 3.8675 0.7554
H 2.3940 2.0446 0.0155
H -0.4112 4.9134 -1.5115
H 1.0342 6.7297 -0.7260
H -1.8408 3.2829 -1.5959
H -2.5922 0.7692 -2.3405
H 1.4081 0.6121 -1.1706
*
```